43
Properties=species:S:1:pos:R:3:forces:R:3 method="wB97M-V/def2-TZVPD" homo_energy_ev="-13.0 / -15.6" total_charge=+2 multiplicity=5 s_squared=6.035 homo_lumo_gap_ev="5.124 / 3.398" de_lowest_kcal_mol=12.69
Rh 0.213 -0.575 0.540 -1.15 -0.51 1.13
P 2.240 0.100 -0.023 2.25 1.18 -0.99
C 2.829 -1.134 -1.256 -0.46 -0.52 0.06
C 1.762 -2.182 -1.562 -0.32 1.75 1.46
N 0.554 -2.119 -0.970 0.06 -0.33 -0.02
C -0.452 -2.976 -1.272 0.17 1.39 1.69
C -0.138 -4.093 -2.037 0.31 -1.56 -1.48
C 1.090 -4.186 -2.689 0.38 -0.01 0.03
C 2.033 -3.186 -2.480 0.51 -1.99 -1.48
C -1.811 -2.738 -0.651 0.32 0.34 -0.28
P -1.929 -0.913 -0.258 -1.36 0.25 -1.12
H 3.034 -3.213 -2.931 -0.54 -0.11 -0.01
H -0.869 -4.888 -2.108 -0.01 -0.07 -0.17
H 1.337 -5.044 -3.306 -0.14 0.10 0.02
H -2.657 -3.074 -1.270 0.46 -0.13 -0.05
H -1.911 -3.276 0.304 0.29 -0.02 -0.05
H 3.067 -0.620 -2.201 0.10 -0.26 0.03
H 3.767 -1.612 -0.905 -0.39 0.02 -0.28
H 0.676 0.763 -5.804 -0.02 0.12 -0.26
O 1.211 0.883 -6.600 0.61 -0.37 0.68
H 2.113 0.650 -6.303 -0.58 0.26 -0.44
H -1.424 2.825 -2.293 0.19 -0.22 0.25
O -1.722 3.703 -2.524 -0.19 -0.20 -0.54
H -2.018 3.581 -3.441 0.02 0.39 0.28
C -2.517 -0.244 -1.848 -0.31 -0.13 -0.13
H -3.377 -0.802 -2.240 0.07 0.14 0.13
H -2.824 0.796 -1.696 0.06 -0.08 -0.03
H -1.723 -0.274 -2.601 -0.02 0.02 0.15
C -3.287 -0.654 0.928 0.12 -0.19 0.04
H -3.520 0.419 0.906 0.06 -0.24 0.04
H -4.192 -1.227 0.684 0.27 0.16 0.00
H -2.932 -0.917 1.933 -0.18 0.07 -0.22
C 3.360 0.078 1.428 -0.30 -0.01 -0.07
H 4.423 0.276 1.241 -0.34 0.01 -0.22
H 2.945 0.873 2.063 0.23 -0.23 0.05
H 3.254 -0.881 1.951 0.02 0.24 -0.05
C 2.405 1.724 -0.835 0.07 0.01 -0.08
H 2.281 2.478 -0.051 -0.05 -0.02 -0.13
H 3.363 1.908 -1.340 -0.19 -0.17 0.19
H 1.578 1.833 -1.552 0.30 0.03 0.20
O -0.823 2.115 3.675 0.85 -2.02 -2.54
C -0.517 1.367 2.790 -1.36 3.18 4.11
N -0.216 0.626 1.910 0.20 -0.27 0.13